[1]
DFT (ωB97M-V/def2-TZVPD) results for one molecule with the formula C9H16F4O4.

The gap between HOMO and LUMO comes out at 10.566 eV. Its charge is 0. The LUMO energy comes out at 0.8 eV. Its SMILES is COC[C@](C)(OC)[C@H](COC(F)(F)F)OCF.

Cartesian coordinates (Å):
C 3.517 0.934 0.039
O 2.296 1.611 -0.168
C 1.484 1.045 -1.168
C 0.087 0.622 -0.686
C -0.652 0.120 -1.932
O -0.473 1.815 -0.151
C -1.855 1.860 0.150
C 0.189 -0.546 0.332
C -1.125 -1.261 0.684
O -0.929 -2.684 0.479
C -1.911 -3.321 -0.153
F -2.096 -2.869 -1.413
F -1.609 -4.606 -0.220
F -3.097 -3.195 0.464
O 0.951 -0.277 1.505
C 0.657 0.831 2.278
F -0.655 0.778 2.758
H 4.146 0.965 -0.859
H 3.352 -0.109 0.330
H 4.033 1.450 0.848
H 1.973 0.173 -1.621
H 1.334 1.795 -1.952
H -0.549 0.849 -2.737
H -1.711 -0.055 -1.755
H -0.224 -0.827 -2.267
H -2.051 2.866 0.516
H -2.476 1.690 -0.734
H -2.133 1.158 0.942
H 0.783 -1.305 -0.184
H -1.963 -0.929 0.075
H -1.371 -1.119 1.732
H 0.760 1.761 1.725
H 1.316 0.777 3.143

=====

[2]
DFT (ωB97M-V/def2-TZVPD) results for one molecule with the formula C4H6N2OS in a non-equilibrium geometry.

The gap between HOMO and LUMO comes out at 9.448 eV. Its charge is 0. The LUMO energy comes out at 0.7 eV. Its relative energy (zero: lowest compared OMol25 entry of this formula, charge and spin) is 138.97 kcal/mol. Its SMILES is [H]/N=C1/[C@H]2O[C@H]2CN1S.

Cartesian coordinates (Å):
H 1.997 0.048 -1.506
N 1.582 -1.075 -1.490
C 0.526 -0.712 -0.742
C -0.841 -1.356 -0.304
O -0.643 -1.318 1.124
C -1.493 -0.275 0.547
C -0.791 1.074 0.522
N 0.578 0.442 0.137
S 1.829 1.525 0.214
H -1.323 -2.241 -0.830
H -2.623 -0.375 0.340
H -0.465 1.620 1.477
H -1.225 1.792 -0.395
H 2.892 0.850 0.906

=====

[3]
DFT (ωB97M-V/def2-TZVPD) results for C10H30ClIP3Y as an isolated structure in a non-equilibrium geometry.

The gap between HOMO and LUMO comes out at 4.838 eV. Its charge is +2. The LUMO energy comes out at -7.3 eV.

Cartesian coordinates (Å):
C -1.451 0.600 0.706
I 1.760 0.874 0.734
H -0.782 -0.012 0.085
H -1.123 1.649 0.733
H -2.453 0.557 0.250
Y 2.691 -0.877 -1.674
P 0.760 2.846 -1.260
C 0.383 4.187 -0.055
C 2.365 3.506 -1.849
H 2.237 4.563 -2.123
H -0.106 4.437 -2.865
H 2.692 2.917 -2.718
H -0.193 2.738 -3.480
H 1.105 4.181 0.769
H 3.112 3.415 -1.051
C -0.344 3.393 -2.610
H 0.430 5.145 -0.587
H -1.390 3.318 -2.272
H -0.626 4.044 0.357
P 0.869 -2.638 -0.986
C 0.487 -3.800 0.363
C -0.369 -3.229 -2.199
H 2.771 -3.020 -2.625
H 2.188 -4.468 -1.769
H 3.297 -3.361 -0.879
C 2.466 -3.418 -1.611
H -0.319 -2.656 -3.133
H -0.210 -4.301 -2.398
H 0.456 -4.817 -0.058
H -0.497 -3.545 0.774
H -1.358 -3.090 -1.738
H 1.251 -3.747 1.152
Cl 1.645 -0.485 -3.862
C -1.782 1.255 3.499
P -1.600 -0.115 2.352
C -0.184 -1.146 2.752
C -3.044 -1.194 2.381
H -0.794 1.693 3.700
H -2.216 0.892 4.440
H -2.438 2.025 3.062
H -0.392 -1.703 3.681
H 0.026 -1.853 1.934
H 0.702 -0.508 2.908
H -3.306 -1.422 3.425
H -3.895 -0.694 1.890
H -2.821 -2.136 1.854

=====

[4]
DFT (ωB97M-V/def2-TZVPD) results for C29H57AsBr2NO6PPdSSi3 as an isolated structure.

As for the expectation value of S²: 2.01. The gap between HOMO and LUMO (spin up / spin down) comes out at 7.484 / 6.364 eV. Its charge is 0. Its spin multiplicity is 3. The LUMO energy (spin up / spin down) comes out at -0.2 / -1.4 eV.

Cartesian coordinates (Å):
Pd 0.676 -0.624 -0.119
C -1.928 0.255 2.386
C -1.919 1.239 1.263
C -2.852 2.306 1.261
C -2.782 3.263 0.297
C -1.772 3.189 -0.692
C -1.577 4.151 -1.712
Br -2.731 5.648 -1.850
C -0.554 4.015 -2.604
C 0.309 2.912 -2.533
Br 1.689 2.776 -3.808
C 0.174 1.920 -1.574
O 0.979 0.899 -1.518
C -0.899 2.081 -0.633
N -1.006 1.123 0.331
H -1.631 0.754 3.311
H -1.231 -0.555 2.183
H -2.927 -0.151 2.540
H -3.602 2.353 2.039
H -3.479 4.090 0.281
H -0.400 4.754 -3.378
C 0.874 2.783 2.468
C 2.280 2.330 2.103
C 2.861 3.227 1.021
C 3.142 2.306 3.357
O 2.112 0.980 1.551
P 3.353 -0.019 1.274
O 4.658 0.660 1.152
O 2.865 -0.882 0.110
O 3.260 -0.921 2.616
C 4.369 -1.631 3.238
C 5.254 -2.303 2.194
C 5.186 -0.671 4.094
C 3.676 -2.664 4.117
H 0.926 3.733 3.004
H 0.396 2.048 3.115
H 0.266 2.930 1.579
H 2.873 4.262 1.371
H 2.241 3.172 0.124
H 3.873 2.921 0.768
H 3.139 3.301 3.805
H 4.165 2.031 3.124
H 2.737 1.598 4.081
H 5.750 -1.561 1.573
H 4.665 -2.952 1.550
H 6.017 -2.906 2.692
H 5.655 0.085 3.470
H 5.962 -1.225 4.627
H 4.546 -0.182 4.830
H 3.005 -3.279 3.516
H 3.085 -2.168 4.888
H 4.406 -3.313 4.601
C 3.451 -3.906 -0.779
Si 2.082 -4.562 0.313
C 1.088 -5.887 -0.605
C 2.847 -5.449 1.783
As 0.642 -2.771 1.021
Si -1.011 -3.934 2.269
C -2.408 -2.849 2.883
C -0.205 -4.655 3.807
C -1.785 -5.298 1.235
Si 0.547 -1.253 -2.415
C 2.274 -1.101 -3.094
C 0.028 -3.065 -2.393
C -0.770 -0.432 -3.480
H 4.302 -4.586 -0.693
H 3.763 -2.905 -0.488
H 3.156 -3.874 -1.827
H 1.682 -6.208 -1.464
H 0.117 -5.573 -0.977
H 0.944 -6.755 0.041
H 3.402 -6.296 1.367
H 2.103 -5.855 2.466
H 3.543 -4.845 2.356
H -2.073 -2.142 3.644
H -3.139 -3.516 3.348
H -2.904 -2.291 2.091
H 0.384 -3.904 4.337
H 0.441 -5.507 3.607
H -0.997 -4.993 4.481
H -2.130 -4.939 0.264
H -2.652 -5.668 1.790
H -1.111 -6.136 1.065
H 3.026 -1.319 -2.338
H 2.444 -0.089 -3.453
H 2.385 -1.806 -3.923
H 0.862 -3.729 -2.188
H -0.345 -3.305 -3.394
H -0.774 -3.249 -1.678
H -1.096 0.564 -3.188
H -1.644 -1.077 -3.571
H -0.322 -0.339 -4.475
C -4.607 -2.525 -1.179
S -3.662 -1.260 -0.330
C -3.858 0.043 -1.544
O -2.236 -1.713 -0.390
H -4.149 -2.715 -2.149
H -5.642 -2.203 -1.290
H -4.565 -3.422 -0.564
H -4.896 0.374 -1.542
H -3.561 -0.316 -2.527
H -3.212 0.862 -1.235